ORCA calculation (ωB97M-V/def2-TZVPD) on a 11-piece molecular cluster, C88H64O28 overall at a distorted geometry.

Each line ends with the Löwdin charge.
Cartesian coordinates (Å):
O -9.108 4.932 2.303  0.108
C -8.617 4.025 1.661  -0.276
C -7.245 4.199 1.090  -0.073
C -6.635 5.451 1.176  0.001
C -5.291 5.481 0.805  -0.046
C -4.693 4.455 0.066  -0.068
C -5.303 3.261 -0.118  -0.015
C -6.558 3.141 0.435  -0.092
C -7.281 1.856 0.227  -0.250
O -6.697 0.902 -0.298  0.066
C -8.719 1.745 0.705  -0.080
C -9.362 0.572 0.430  -0.037
C -10.680 0.455 0.707  -0.055
C -11.413 1.537 1.257  -0.023
C -10.748 2.750 1.469  -0.011
C -9.406 2.819 1.289  -0.094
H -7.139 6.294 1.652  0.124
H -4.807 6.484 0.908  0.122
H -3.689 4.609 -0.275  0.108
H -4.745 2.474 -0.667  0.142
H -8.760 -0.153 -0.101  0.124
H -11.080 -0.513 0.475  0.104
H -12.470 1.461 1.538  0.113
H -11.405 3.475 1.841  0.107
O 7.043 3.485 -1.631  0.135
C 6.831 2.499 -1.003  -0.379
C 6.837 1.245 -1.669  -0.073
C 6.988 1.226 -3.039  -0.026
C 6.878 0.110 -3.790  -0.022
C 6.515 -1.095 -3.062  -0.025
C 6.370 -1.155 -1.687  -0.042
C 6.594 -0.009 -0.986  -0.081
C 6.379 -0.042 0.474  -0.263
O 6.539 -1.143 1.054  0.069
C 6.225 1.293 1.135  -0.046
C 6.091 1.355 2.519  0.003
C 6.193 2.578 3.142  -0.077
C 6.339 3.734 2.460  -0.088
C 6.426 3.740 1.122  -0.001
C 6.454 2.524 0.388  -0.044
H 7.048 2.108 -3.580  0.105
H 6.856 0.100 -4.852  0.098
H 6.252 -2.065 -3.584  0.124
H 6.146 -2.091 -1.223  0.117
H 6.013 0.413 3.036  0.117
H 6.175 2.623 4.184  0.094
H 6.417 4.662 3.061  0.132
H 6.649 4.674 0.571  0.135
O 3.605 -0.521 -0.238  0.103
C 3.095 -0.774 -1.301  -0.273
C 2.688 -2.157 -1.717  -0.070
C 2.959 -3.238 -0.894  -0.012
C 2.621 -4.484 -1.232  -0.070
C 1.956 -4.697 -2.401  -0.030
C 1.688 -3.625 -3.283  0.015
C 2.017 -2.364 -2.885  -0.088
C 1.725 -1.253 -3.896  -0.278
O 1.277 -1.445 -4.987  0.130
C 2.253 0.072 -3.539  -0.062
C 2.161 1.108 -4.454  -0.023
C 2.626 2.385 -4.204  -0.021
C 3.113 2.627 -2.894  -0.025
C 3.321 1.590 -1.996  -0.005
C 2.900 0.300 -2.293  -0.064
H 3.545 -3.043 -0.044  0.079
H 2.883 -5.343 -0.664  0.110
H 1.661 -5.696 -2.662  0.108
H 1.367 -3.868 -4.287  0.124
H 1.711 0.946 -5.428  0.088
H 2.618 3.107 -5.047  0.120
H 3.228 3.648 -2.652  0.095
H 3.641 1.663 -0.979  0.100
O -1.505 1.439 -1.360  0.063
C -0.853 0.716 -0.590  -0.219
C -1.188 -0.754 -0.411  -0.080
C -2.064 -1.357 -1.338  0.009
C -2.224 -2.748 -1.302  -0.039
C -1.448 -3.490 -0.410  -0.041
C -0.667 -2.869 0.566  0.009
C -0.516 -1.511 0.514  -0.097
C 0.509 -0.813 1.364  -0.240
O 0.968 -1.426 2.317  0.088
C 1.041 0.500 1.016  -0.109
C 2.134 1.032 1.671  -0.018
C 2.490 2.320 1.452  -0.066
C 1.755 3.168 0.648  -0.016
C 0.693 2.617 -0.065  0.012
C 0.314 1.303 0.157  -0.081
H -2.672 -0.828 -2.101  0.120
H -2.897 -3.286 -2.007  0.125
H -1.361 -4.573 -0.538  0.117
H -0.042 -3.383 1.241  0.097
H 2.786 0.450 2.271  0.115
H 3.344 2.724 1.956  0.094
H 1.989 4.210 0.516  0.115
H 0.122 3.121 -0.740  0.090
O -2.081 -0.948 -9.610  0.064
C -1.239 -0.138 -9.139  -0.221
C -1.333 0.115 -7.638  -0.099
C -2.354 -0.474 -6.974  -0.011
C -2.501 -0.262 -5.608  -0.058
C -1.800 0.717 -4.946  -0.037
C -0.772 1.358 -5.661  0.001
C -0.526 1.042 -7.006  -0.093
C 0.568 1.669 -7.759  -0.266
O 1.289 2.501 -7.263  0.096
C 0.695 1.304 -9.226  -0.085
C 1.814 1.845 -9.808  -0.006
C 2.003 1.600 -11.142  -0.049
C 1.087 0.818 -11.843  -0.070
C 0.007 0.267 -11.235  0.011
C -0.153 0.472 -9.857  -0.109
H -3.081 -1.084 -7.604  0.149
H -3.275 -0.787 -5.072  0.103
H -1.902 0.881 -3.850  0.103
H -0.286 2.204 -5.207  0.113
H 2.436 2.519 -9.273  0.114
H 2.858 2.066 -11.664  0.120
H 1.311 0.687 -12.904  0.114
H -0.682 -0.281 -11.846  0.122
O -2.307 2.957 2.318  0.163
C -1.502 2.723 3.144  -0.593
O -0.844 3.649 3.834  0.081
C 0.044 3.020 4.757  -0.077
C -0.184 1.498 4.523  -0.105
O -0.991 1.472 3.368  0.032
H 1.053 3.323 4.494  0.100
H -0.178 3.358 5.791  0.142
H -0.708 0.909 5.291  0.131
H 0.755 0.995 4.306  0.110
O -3.592 -6.481 -0.096  0.166
C -3.608 -6.029 0.999  -0.471
O -2.509 -5.366 1.623  0.010
C -2.996 -4.614 2.708  -0.159
C -4.325 -5.266 3.045  -0.120
O -4.668 -6.003 1.884  0.054
H -2.282 -4.709 3.504  0.109
H -3.094 -3.552 2.472  0.105
H -5.061 -4.523 3.310  0.117
H -4.201 -5.991 3.865  0.140
O -3.747 -2.772 4.800  0.141
C -4.071 -1.737 4.292  -0.558
O -4.063 -1.604 2.940  0.039
C -4.732 -0.369 2.608  -0.097
C -4.567 0.426 3.857  -0.093
O -4.328 -0.560 4.883  0.083
H -4.312 0.138 1.730  0.145
H -5.736 -0.615 2.399  0.116
H -5.486 1.046 4.026  0.156
H -3.671 1.042 3.807  0.112
O 0.947 -5.197 2.929  0.190
C 1.936 -4.612 2.922  -0.656
O 2.405 -3.993 4.037  0.040
C 3.482 -3.040 3.594  -0.007
C 4.009 -3.935 2.432  -0.054
O 2.806 -4.592 1.928  0.054
H 3.026 -2.166 3.232  0.090
H 4.199 -2.938 4.388  0.127
H 4.693 -4.741 2.683  0.138
H 4.340 -3.366 1.578  0.098
O 2.178 -2.224 6.944  0.114
C 1.160 -2.498 6.360  -0.611
O 0.406 -3.558 6.627  0.100
C -0.492 -3.711 5.463  -0.071
C -0.523 -2.368 4.861  -0.117
O 0.709 -1.809 5.328  0.057
H -0.023 -4.450 4.803  0.113
H -1.441 -4.025 5.820  0.120
H -1.290 -1.627 5.162  0.132
H -0.627 -2.325 3.793  0.111
O 3.043 2.615 4.446  0.130
C 3.303 1.830 5.296  -0.626
O 4.121 0.800 5.184  0.051
C 4.230 0.095 6.477  -0.080
C 3.229 0.777 7.379  -0.039
O 3.026 2.077 6.596  0.049
H 4.012 -0.941 6.260  0.100
H 5.249 0.291 6.863  0.140
H 3.628 1.045 8.371  0.135
H 2.309 0.146 7.428  0.121

Output
* 2S+1: 1
* HOMO-LUMO gap: 8.096 eV
* relative energy (zero: lowest compared OMol25 entry of this formula, charge and spin): 0.00 kJ/mol
* electronic energy: -149624.9529 eV
* highest occupied orbital energy: -9.35 eV
* total charge: 0